Entry 1:
Formula: C30H41N3O13S3
Source: OMol25
Level of theory: ωB97M-V/def2-TZVPD

```
90
Properties=species:S:1:pos:R:3:lowdin_charge:R:1
S 2.4393 -3.1825 3.5105 0.63
C 2.2718 -2.6460 1.9324 -0.99
S 0.9389 -3.5023 0.9590 0.81
C -0.5797 -2.5888 1.5073 -0.48
C -1.8395 -3.5188 1.7086 -0.23
C -2.9273 -2.8512 2.6928 -0.15
C -2.9078 -1.2933 2.4121 -0.20
C -2.5383 -0.3594 3.5723 0.00
C -2.4747 1.0722 3.3241 -0.01
C -2.7786 1.5654 1.9436 -0.29
N -2.7532 2.8644 1.4355 -0.25
S -3.1832 2.8268 -0.1821 1.01
N -3.4536 1.1759 -0.4521 -0.19
C -3.1847 0.6636 0.7949 -0.33
C -3.2427 -0.8101 1.0736 0.02
N 3.1134 -1.6420 1.3737 -0.16
C 2.4342 -0.7887 0.3687 -0.16
C 1.4700 0.3135 0.9700 -0.17
O 1.9950 1.0314 2.0963 -0.16
C 2.5806 0.1644 3.0766 -0.20
C 3.6979 -0.7339 2.3857 -0.19
H -0.8135 -1.8529 0.6858 0.06
H -0.3213 -2.0845 2.4818 0.08
H -1.5831 -4.5609 2.0673 0.11
H -2.3865 -3.6637 0.7278 0.11
H -2.6546 -3.0970 3.7606 0.11
H -3.9659 -3.2008 2.4490 0.11
H -2.3222 -0.7834 4.5894 0.11
H -2.1960 1.8021 4.1238 0.10
H -3.5142 -1.5714 0.2966 0.12
H 3.2573 -0.2241 -0.1749 0.13
H 1.8907 -1.3582 -0.4354 0.10
H 1.3200 1.0864 0.1530 0.14
H 0.4294 -0.1066 1.1581 0.11
H 3.1147 0.8242 3.8277 0.13
H 1.8232 -0.4448 3.6464 0.09
H 4.3461 0.0003 1.8099 0.14
H 4.3876 -1.2307 3.1172 0.11
C -3.1563 0.0241 -5.6800 -0.02
C -3.0962 -0.9377 -4.5154 -0.33
C -2.9674 -0.2647 -3.1800 -0.12
O -2.2787 -1.2500 -2.4073 0.06
C -1.5550 -1.9992 -3.2769 -0.54
O -0.7183 -2.7863 -2.9512 0.14
O -1.9045 -1.7316 -4.5661 0.09
H -2.2322 0.6020 -5.7594 0.09
H -3.2633 -0.5243 -6.6185 0.09
H -3.9980 0.7118 -5.5810 0.10
H -3.9562 -1.6151 -4.5418 0.16
H -3.9328 -0.0325 -2.7350 0.13
H -2.3636 0.6403 -3.2046 0.11
C 0.4754 5.0619 -3.6501 -0.02
C -0.5182 4.0125 -4.0928 -0.33
C -1.6003 4.5399 -4.9918 -0.10
O -2.6844 3.6530 -4.7157 0.07
C -2.5016 3.1897 -3.4507 -0.56
O -3.3193 2.5759 -2.8315 0.03
O -1.2702 3.5167 -2.9807 0.08
H -0.0123 5.8367 -3.0540 0.09
H 1.2404 4.6132 -3.0134 0.09
H 0.9656 5.5279 -4.5066 0.09
H 0.0058 3.1674 -4.5509 0.16
H -1.3243 4.4968 -6.0453 0.14
H -1.9131 5.5591 -4.7475 0.14
C 2.3290 2.3857 7.6643 -0.02
C 1.3264 1.3591 7.1887 -0.34
C 0.2428 1.9273 6.3159 -0.11
O -0.8459 1.0389 6.5624 0.04
C -0.6603 0.5240 7.8115 -0.54
O -1.4760 -0.1042 8.4077 0.17
O 0.5798 0.8271 8.2856 0.09
H 1.8495 3.1404 8.2919 0.09
H 3.0951 1.9091 8.2793 0.09
H 2.8170 2.8808 6.8227 0.09
H 1.8425 0.5284 6.6957 0.16
H 0.5141 1.9218 5.2592 0.13
H -0.0620 2.9391 6.5995 0.14
C 2.5263 -3.4496 -3.3314 -0.02
C 3.0612 -2.6516 -4.4973 -0.34
C 4.2510 -3.2770 -5.1689 -0.11
O 4.9382 -2.1416 -5.6933 0.06
C 4.6136 -1.0824 -4.9005 -0.55
O 5.1555 -0.0219 -4.9377 0.16
O 3.5908 -1.3965 -4.0590 0.08
H 3.2703 -3.5281 -2.5342 0.09
H 1.6578 -2.9496 -2.9001 0.06
H 2.2305 -4.4535 -3.6409 0.10
H 2.2585 -2.4488 -5.2139 0.16
H 3.9658 -3.9595 -5.9697 0.14
H 4.9181 -3.7993 -4.4769 0.14
```

The calculation puts the molar mass at 747.9 g mol⁻¹. As for the LUMO energy: -0.67 eV. Its net charge is 0. Its calculated total energy is -95366.415 eV.

---

Entry 2:
Formula: C2H5NOS
Source: OMol25
Level of theory: ωB97M-V/def2-TZVPD

```
10
Properties=species:S:1:pos:R:3:nbo_charge:R:1
C -1.8095 0.2833 -0.1131 0.21
C -0.5478 -0.5195 -0.3266 -0.33
N 0.5870 0.3142 0.2003 -0.86
O -1.6722 1.6539 -0.0787 -0.66
S -3.2754 -0.4074 0.1074 -0.04
H -0.4008 -0.8356 -1.4183 0.23
H -0.7991 -1.4252 0.2156 0.22
H 0.1747 0.6530 1.0781 0.35
H -0.7124 1.8424 0.1472 0.49
H 1.4767 -0.2640 0.3578 0.39
```

The calculation puts the molar mass at 91.1 g mol⁻¹. As for the LUMO energy (spin up / spin down): 0.22 / 0.22 eV. Its net charge is 0. The energy above the lowest of the compared OMol25 structures with the same formula, charge and spin comes out at 136.2 kJ/mol. Its calculated total energy is -16526.969 eV. Its SMILES is NCC(O)=S.

---

Entry 3:
Formula: C41H44EuIN10O2
Source: OMol25
Level of theory: ωB97M-V/def2-TZVPD

```
99
Properties=species:S:1:pos:R:3:mulliken_spin:R:1
Eu 13.4339 12.4779 11.2571 6.91
O 19.9152 8.5647 11.9111 0.00
C 19.3077 8.7579 10.8543 0.00
O 19.4219 8.3763 9.6996 0.00
C 18.1030 9.8365 10.9530 0.00
C 17.4814 10.2891 9.7728 0.00
C 16.4400 11.1433 9.8929 0.02
N 15.9301 11.5327 11.1268 -0.03
C 16.6091 11.2733 12.2186 0.00
C 17.7031 10.3780 12.2287 0.00
C 16.1160 11.9418 13.4605 0.00
C 16.8964 12.0270 14.5656 0.00
C 16.4289 12.5229 15.7785 0.00
C 15.1109 12.9635 15.7719 0.00
C 14.3629 12.8571 14.6345 -0.01
N 14.8273 12.3088 13.5038 0.01
C 15.7548 11.7775 8.7534 0.00
C 16.4717 11.9762 7.5251 0.00
C 15.8757 12.7116 6.5595 0.00
C 14.6270 13.1942 6.7406 0.00
C 13.9645 12.9462 7.8632 0.00
N 14.4992 12.2591 8.9068 0.02
H 17.8492 9.7557 8.8808 0.00
H 18.2672 10.1193 13.0672 0.00
H 17.8823 11.5604 14.5266 0.00
H 17.0112 12.4143 16.6506 0.00
H 14.6350 13.2828 16.7076 0.00
H 13.3290 13.2259 14.6011 0.00
H 17.5046 11.6144 7.4468 0.00
H 16.3851 12.9895 5.6618 0.00
H 14.1507 13.8137 5.9044 0.00
H 12.9110 13.1947 8.0062 -0.02
C 8.9565 12.3230 8.0205 0.00
N 9.8899 12.1259 9.1356 0.00
C 10.7468 10.9967 9.0774 0.02
C 9.8662 12.9513 10.2456 0.00
N 10.9082 13.0597 10.9843 0.03
C 10.7737 13.4687 12.3492 -0.01
C 10.1707 12.5695 13.2147 -0.02
C 9.8746 12.8915 14.5422 0.00
C 10.2193 14.1334 15.0278 0.00
C 10.8636 15.0688 14.1608 0.01
C 10.9757 16.4113 14.6523 0.00
C 11.7585 17.2402 13.9424 0.00
C 12.4082 16.8852 12.7220 -0.01
C 12.2583 15.6400 12.2260 0.00
N 13.1427 15.0624 11.2290 0.02
C 13.8686 15.7886 10.4064 -0.01
N 13.3222 16.7516 9.5607 0.00
C 14.0375 18.0231 9.2801 0.00
C 11.9017 16.7083 9.1506 0.00
N 15.1992 15.5534 10.3214 0.00
C 15.8774 15.0751 11.4857 0.02
C 15.9451 15.7307 9.0715 0.00
C 11.3609 14.6848 12.8612 0.01
N 8.6704 13.6251 10.4386 0.00
C 7.4966 12.6813 10.5240 0.00
C 8.5244 14.8469 11.2772 0.00
H 9.4082 12.2845 7.0365 0.00
H 8.2877 13.1493 8.2070 0.00
H 8.3160 11.4324 7.9019 0.00
H 11.7957 11.2535 8.8424 0.00
H 10.3171 10.2903 8.2450 0.00
H 10.7050 10.3542 9.8930 0.00
H 9.7623 11.6224 12.8249 0.00
H 9.3630 12.1818 15.2357 0.00
H 10.0104 14.4835 16.0079 0.00
H 10.5117 16.7181 15.6192 0.00
H 11.8268 18.2642 14.3146 0.00
H 13.0038 17.6828 12.2308 0.00
H 15.0170 17.9911 9.7139 0.00
H 13.4382 18.7910 9.7529 0.00
H 14.1453 18.1759 8.2355 0.00
H 11.6626 15.6275 8.8948 0.00
H 11.7517 17.2547 8.2417 0.00
H 11.1748 17.0088 9.8402 0.00
H 16.8715 15.5304 11.5141 0.00
H 16.0005 13.9742 11.5263 0.00
H 15.3779 15.4722 12.3517 0.00
H 16.6628 16.5470 9.0730 0.00
H 15.3532 15.8279 8.1354 0.00
H 16.5559 14.8571 8.7556 0.00
H 7.8512 11.6793 10.3619 0.00
H 6.6432 13.0360 9.9391 0.00
H 7.1830 12.7401 11.5424 0.00
H 9.4564 15.4177 11.2754 0.00
H 8.2671 14.5754 12.3000 0.00
H 7.7712 15.4294 10.8316 0.00
I 10.4094 7.2177 14.3671 0.00
C 11.9852 8.0484 13.2829 0.00
C 13.1333 7.2974 13.1052 0.00
C 14.1478 7.9059 12.3846 0.00
C 14.0579 9.1644 11.8748 0.00
N 13.0082 9.9716 12.1910 0.01
C 12.0179 9.3944 12.8655 0.00
H 13.2602 6.2910 13.5494 0.00
H 15.0471 7.3391 12.2118 0.00
H 14.8547 9.5708 11.2203 0.01
H 11.1897 10.0229 13.1207 0.00
```

The calculation puts the molar mass at 987.7 g mol⁻¹. As for the LUMO energy (spin up / spin down): -2.77 / -2.76 eV. Its net charge is +1. The energy above the lowest of the compared OMol25 structures with the same formula, charge and spin comes out at 0.0 kJ/mol. Its calculated total energy is -89651.894 eV. The spin multiplicity is 8.